69
Properties=species:S:1:pos:R:3 method="wB97M-V/def2-TZVPD" total_charge=+2 e_homo_ha=-0.4918 orbital_gap_ha=0.15990 multiplicity=1
O 0.589 -1.041 -4.862
V -0.742 -1.800 -4.435
O -1.991 -0.833 -4.624
Ca -2.315 -4.923 -0.740
O -0.162 -1.025 -0.105
C -0.555 -1.816 -1.105
O -0.416 -1.319 -2.269
O -1.077 -2.929 -0.787
H 0.113 -0.288 -0.703
C 0.755 -5.204 2.434
C 0.677 -5.421 0.936
C 1.720 -6.373 0.403
O -0.687 -5.905 0.644
H 0.258 -5.997 3.006
H 0.284 -4.280 2.774
H 1.773 -5.207 2.826
H 0.800 -4.448 0.459
H 2.740 -6.018 0.524
H 1.570 -6.510 -0.675
H 1.625 -7.371 0.840
H -0.739 -6.808 0.992
C -2.707 2.939 -3.136
C -2.847 3.066 -1.621
C -1.962 2.105 -0.860
O -2.547 4.395 -1.206
H -3.455 3.586 -3.590
H -2.890 1.911 -3.460
H -1.709 3.240 -3.459
H -3.898 2.891 -1.374
H -2.192 1.941 0.194
H -0.934 2.483 -0.913
H -1.849 1.095 -1.286
H -1.588 4.482 -1.317
C 1.119 2.124 -3.078
C 1.620 3.367 -2.394
C 2.454 4.198 -3.379
O 0.499 4.175 -2.017
H 0.495 1.559 -2.374
H 1.921 1.500 -3.471
H 0.435 2.308 -3.910
H 2.267 3.144 -1.542
H 1.983 4.399 -4.336
H 3.402 3.664 -3.501
H 2.749 5.140 -2.911
H 0.822 5.018 -1.681
C -2.102 0.068 2.768
C -1.360 -1.205 3.164
C -1.823 -1.701 4.516
O -1.716 -2.216 2.192
H -1.793 0.932 3.357
H -3.176 -0.109 2.807
H -1.895 0.369 1.735
H -0.280 -1.036 3.175
H -1.548 -0.951 5.262
H -1.329 -2.649 4.726
H -2.906 -1.762 4.622
H -1.240 -2.059 1.374
C 1.169 2.784 1.910
C 1.978 1.524 2.122
C 2.904 1.231 0.965
O 2.718 1.668 3.341
H 1.834 3.626 1.699
H 0.595 3.099 2.784
H 0.390 2.653 1.151
H 1.279 0.693 2.268
H 3.591 2.064 0.780
H 2.336 1.066 0.044
H 3.555 0.380 1.172
H 3.409 2.315 3.157



67
Properties=species:S:1:pos:R:3 method="wB97M-V/def2-TZVPD" total_charge=+2 e_homo_ha="-0.5425 / -0.5436" orbital_gap_ha="0.35511 / 0.16164" multiplicity=7
Mn 11.495 -20.230 -24.233
F 12.398 -19.147 -25.773
C 14.432 -21.183 -23.849
O 13.344 -20.517 -23.350
C 13.652 -19.778 -22.162
C 12.390 -19.136 -21.629
N 11.527 -18.568 -22.690
C 11.915 -17.191 -23.015
C 11.419 -16.006 -22.021
O 10.074 -15.670 -22.322
C 9.465 -14.938 -21.291
H 14.102 -21.639 -24.782
H 14.709 -22.170 -23.479
H 15.220 -20.510 -24.188
H 14.381 -18.976 -22.287
H 14.091 -20.416 -21.395
H 12.654 -18.348 -20.923
H 11.840 -19.867 -21.037
H 10.671 -18.557 -22.155
H 11.700 -16.996 -24.066
H 13.000 -17.156 -22.929
H 12.030 -15.103 -21.996
H 11.501 -16.445 -21.027
H 8.386 -14.843 -21.408
H 9.940 -13.958 -21.336
H 9.489 -15.445 -20.326
C 14.695 -22.504 -28.979
O 13.662 -23.023 -28.140
C 12.906 -22.110 -27.435
C 12.036 -22.729 -26.329
N 11.145 -21.818 -25.639
C 10.040 -21.384 -26.555
C 9.026 -20.554 -25.742
O 9.599 -19.501 -24.995
C 8.655 -18.803 -24.186
H 15.429 -21.912 -28.432
H 14.329 -21.855 -29.775
H 15.237 -23.352 -29.399
H 12.334 -21.422 -28.056
H 13.590 -21.462 -26.887
H 12.737 -22.962 -25.527
H 11.625 -23.682 -26.660
H 10.636 -22.497 -25.092
H 9.472 -22.242 -26.912
H 10.512 -20.757 -27.311
H 8.733 -21.272 -24.976
H 8.244 -20.151 -26.385
H 8.002 -19.508 -23.670
H 7.968 -18.105 -24.664
H 9.081 -18.190 -23.392
C 16.945 -18.052 -28.367
C 15.950 -18.769 -27.371
C 15.787 -17.912 -26.141
O 16.967 -17.824 -25.416
C 16.738 -17.369 -24.097
N 14.627 -19.056 -27.888
H 17.912 -17.856 -27.903
H 16.510 -17.111 -28.702
H 17.154 -18.645 -29.257
H 16.359 -19.750 -27.129
H 14.996 -18.439 -25.607
H 15.470 -16.935 -26.507
H 17.639 -16.897 -23.706
H 16.593 -18.155 -23.356
H 15.978 -16.591 -24.022
H 14.040 -19.312 -27.107
H 14.077 -18.245 -28.132



65
Properties=species:S:1:pos:R:3 method="wB97M-V/def2-TZVPD" total_charge=-1 e_homo_ha=-0.1631 orbital_gap_ha=0.24302 multiplicity=1
C -0.297 1.185 -5.628
C -0.026 1.885 -4.155
C 1.246 1.165 -3.344
C 0.849 -0.409 -2.942
Nb 1.877 -0.791 -0.902
N 0.913 -2.681 -0.618
C 0.070 0.355 0.007
C -1.266 -0.614 0.174
C -2.506 0.415 0.583
C 3.678 -1.643 -1.982
P 3.355 -2.980 -3.282
O 4.432 -4.156 -3.069
O 1.743 -3.593 -3.406
O 3.757 -2.290 -4.869
C 2.845 -1.096 1.175
C 3.631 -2.541 1.318
C 1.799 -0.994 2.428
C 1.896 0.469 3.236
C 2.372 0.317 4.797
H 0.639 0.475 -5.836
H -1.293 0.574 -5.565
H -0.351 2.025 -6.445
H -1.005 1.858 -3.478
H 0.185 3.040 -4.365
H 1.441 1.839 -2.407
H 2.185 1.227 -4.052
H 1.273 -1.063 -3.811
H -0.324 -0.421 -2.842
H 2.724 0.848 -0.946
H 1.522 -3.507 -0.806
H 0.551 -2.725 0.359
H -0.252 1.180 -0.795
H 0.351 0.949 0.973
H -1.180 -1.397 1.038
H -1.486 -1.176 -0.839
H -2.390 0.826 1.693
H -3.506 -0.217 0.565
H -2.579 1.345 -0.127
H 4.541 -2.059 -1.268
H 4.198 -0.731 -2.552
H 1.317 -3.373 -4.285
H 2.903 -2.369 -5.396
H 3.697 -0.264 1.266
H 4.726 -2.349 0.882
H 3.169 -3.390 0.617
H 3.791 -2.904 2.418
H 2.122 -1.791 3.256
H 0.681 -1.284 2.165
H 0.768 0.859 3.264
H 2.498 1.249 2.605
H 1.863 1.215 5.395
H 3.552 0.450 4.884
H 2.000 -0.692 5.257
C -4.269 2.684 2.913
O -3.310 2.469 3.644
N -5.592 2.503 3.255
C -6.670 2.781 2.329
C -5.915 2.019 4.580
H -4.135 3.054 1.883
H -7.319 3.547 2.763
H -7.243 1.863 2.167
H -6.285 3.138 1.370
H -5.518 2.719 5.321
H -5.442 1.044 4.729
H -6.998 1.926 4.705



In order of appearance, largest force on an atom = 0.0840 0.0925 0.1128 hartree/bohr.
In order of appearance, E_tot = -3007.66870 -2424.83561 -1442.73420 a.u..